1.
A 11-piece molecular cluster, BH24O10 overall in a non-equilibrium geometry, computed with ωB97M-V/def2-TZVPD.

The net charge is -1. The HOMO energy comes out at -0.272 Eh. Its molar mass is 195.0 Da. For the energy above the lowest of the compared OMol25 structures with the same formula, charge and spin, the calculation gives 45.1 kcal/mol. The max |F| comes out at 4.2 eV Å⁻¹. The value obtained for the total energy is -791.6224 Eh.

Cartesian coordinates (Å):
B (-0.1556, -0.3772, -0.2632)
H (-0.8188, 0.3540, 0.1723)
H (0.3684, -0.8003, 0.5798)
H (-0.5961, -1.0942, -0.9384)
H (0.5489, 0.1721, -0.8684)
O (0.4526, -1.6287, -3.0318)
H (0.4388, -1.3720, -2.1097)
H (0.9366, -2.4544, -3.0438)
O (-3.4524, -0.6505, 0.5908)
H (-3.7957, 0.2430, 0.5816)
H (-2.5298, -0.5555, 0.3539)
O (-0.1877, -0.1980, 2.7288)
H (-0.0429, -0.4596, 1.8196)
H (-0.0272, -0.9938, 3.2360)
O (3.0687, 0.5668, 1.9299)
H (3.5150, 1.3283, 1.5596)
H (2.1843, 0.6065, 1.5659)
O (2.5854, -1.1722, -0.5178)
H (1.7764, -0.7080, -0.3029)
H (3.2832, -0.5660, -0.2693)
O (1.5668, 1.5136, -2.5454)
H (1.3832, 1.9145, -1.6958)
H (0.8441, 0.9013, -2.6831)
O (-2.0811, 1.9236, 2.5819)
H (-1.7537, 2.0608, 3.4708)
H (-1.7225, 1.0749, 2.3223)
O (-0.8746, -3.0757, 0.9200)
H (-1.1532, -2.2708, 1.3569)
H (-0.1021, -2.8201, 0.4159)
O (0.9274, 2.3771, 0.3110)
H (0.3754, 1.6529, 0.0161)
H (0.4734, 3.1636, 0.0082)
O (-1.6972, 0.8115, -2.8364)
H (-1.3552, 0.2355, -2.1527)
H (-2.3826, 0.2970, -3.2628)

Atoms 1-3, force components in eV/Å:
-0.4 0.3 -0.1
-3.0 2.6 1.3
2.1 -2.0 2.3

Mulliken population analysis, charges in e, atoms 1 to 2: 0.3920 -0.1313

***

2.
One molecule with the formula C3H9N3O in a non-equilibrium geometry, computed with ωB97M-V/def2-TZVPD.

The net charge is 0. As for the SMILES: CNC(=NO)NC. The HOMO energy comes out at -0.275 Eh. Its molar mass is 103.1 Da. For the energy above the lowest of the compared OMol25 structures with the same formula, charge and spin, the calculation gives 76.7 kcal/mol. The max |F| comes out at 4.4 eV Å⁻¹. The value obtained for the total energy is -359.1223 Eh.

Cartesian coordinates (Å):
C (-0.3220, -0.2832, -2.1109)
C (-0.0994, 0.1214, 0.3512)
C (2.0492, 1.1378, -0.3182)
H (0.3603, -0.9982, -2.5846)
H (0.2277, 0.6503, -2.2759)
H (-1.3754, -0.2460, -2.3984)
H (-0.5329, -1.7276, -0.5298)
H (0.6392, 1.7363, 1.1696)
H (2.7656, 1.2593, 0.4371)
H (2.2621, 2.0113, -1.0048)
H (2.2587, 0.1310, -0.7642)
H (-2.0952, -1.3223, 2.1707)
N (-0.2791, -0.7434, -0.7460)
N (0.7547, 1.1277, 0.3033)
N (-0.7749, -0.0253, 1.4705)
O (-1.5227, -1.2329, 1.3817)

Atoms 1-3, force components in eV/Å:
1.1 -0.7 0.4
-2.9 -3.3 0.5
0.1 -0.4 -1.3

Mulliken population analysis, charges in e, atoms 1 to 2: -0.8470 0.5620